(1)
# C30H64Cl26O3P2

14 unconnected molecules or ions with the total composition C30H64Cl26O3P2 (the ωB97M-V functional and the def2-TZVPD basis, the Open Molecules 2025 dataset).

Summary:
- Maximum force: 1.25 eV/A
- Orbital gap: 0.323 Eh
- Molecular weight: 1456.6 g mol⁻¹
- Total energy: -382454.69784 eV
- E_LUMO: 0.4 eV
- Total charge: 0

Each line ends with the Mulliken charge.
Atoms and positions in Å:
C 0.1139 -2.1160 1.8250  -0.566
C -1.3109 -1.6267 1.5870  -0.388
C -1.3512 -0.1940 1.0734  -0.893
O -0.9177 0.6371 2.1341  -0.061
C -1.0319 2.0270 1.8756  -0.363
P 0.5273 2.9081 2.3813  -0.023
P 0.3100 3.5654 4.4828  0.126
O -1.3068 3.6905 4.6822  -0.395
O 0.7032 2.2642 5.4192  -0.388
H 0.0797 -3.0002 2.4591  0.091
H 0.5918 -2.4284 0.8999  0.133
H 0.7044 -1.3678 2.3441  0.208
H -1.8620 -2.2980 0.9360  0.397
H -1.7972 -1.5910 2.5628  0.193
H -0.6893 -0.1124 0.2088  0.415
H -2.3736 0.0378 0.7743  0.470
H -1.8313 2.4119 2.5105  0.203
H -1.2510 2.2448 0.8343  0.229
H 1.4404 1.8360 2.4023  -0.006
H -1.7659 2.8809 4.4140  0.320
H 1.1288 1.5731 4.9030  0.314
Cl -3.0520 2.2614 -2.3367  -0.163
C -2.9438 0.9910 -3.5870  -0.331
C -3.3578 -0.3586 -3.0650  -0.604
Cl -2.1916 -0.9889 -1.8759  -0.110
H -1.9238 0.9799 -3.9601  0.233
H -3.6094 1.2864 -4.3971  0.301
H -3.3978 -1.0724 -3.8859  0.333
H -4.3335 -0.3198 -2.5880  0.338
Cl -0.1175 3.0516 -4.2885  -0.097
C -0.5494 3.9863 -5.7440  -0.340
C -1.4312 3.2072 -6.6812  -0.319
Cl -0.5763 1.8345 -7.4363  -0.211
H 0.3728 4.2952 -6.2283  0.326
H -1.0741 4.8774 -5.4062  0.104
H -1.7659 3.8573 -7.4872  0.306
H -2.3018 2.8107 -6.1649  0.215
Cl -0.2097 -6.0501 3.4161  -0.124
C 1.4813 -6.6267 3.3788  -0.527
C 2.4283 -5.5096 3.0385  0.178
Cl 2.2330 -4.9524 1.3526  -0.114
H 1.5432 -7.4442 2.6651  0.411
H 1.7137 -7.0096 4.3717  0.231
H 3.4579 -5.8468 3.1484  0.395
H 2.2677 -4.6567 3.6967  -0.450
Cl 3.5908 3.8362 -3.9862  -0.188
C 4.2252 3.6175 -2.3314  -0.501
C 3.4470 2.5898 -1.5542  -0.414
Cl 1.7906 3.1402 -1.2047  -0.171
H 4.2012 4.5878 -1.8432  0.374
H 5.2615 3.2951 -2.4231  0.305
H 3.9384 2.4092 -0.5995  0.332
H 3.3789 1.6480 -2.0930  0.254
Cl 3.4069 -5.9744 7.1525  -0.194
C 2.5028 -4.5924 7.8333  -0.445
C 1.5261 -4.0204 6.8437  -0.108
Cl 2.3542 -3.2284 5.4766  -0.218
H 3.2260 -3.8486 8.1561  0.335
H 1.9638 -4.9608 8.7039  0.329
H 0.9062 -3.2666 7.3223  0.283
H 0.8801 -4.7924 6.4347  0.001
Cl -0.0789 7.6651 -5.5396  -0.177
C -0.5272 8.5432 -7.0255  0.142
C -1.4163 7.7208 -7.9172  -0.493
Cl -0.5656 6.3162 -8.6231  -0.196
H 0.3907 8.8310 -7.5310  0.334
H -1.0607 9.4406 -6.7199  -0.293
H -1.7659 8.3320 -8.7471  0.378
H -2.2786 7.3437 -7.3732  0.301
Cl 2.4152 -5.0755 -5.0027  -0.212
C 3.2223 -4.3220 -3.6007  -0.377
C 2.4050 -4.4309 -2.3425  -0.224
Cl 0.9252 -3.4370 -2.3933  -0.117
H 3.4325 -3.2860 -3.8538  0.259
H 4.1677 -4.8431 -3.4618  0.318
H 2.9934 -4.0779 -1.4968  0.020
H 2.1062 -5.4583 -2.1529  0.334
Cl -4.1335 0.7126 6.6032  -0.200
C -2.8471 0.5918 7.8332  -0.450
C -1.4781 0.7870 7.2390  -0.341
Cl -1.0169 -0.5599 6.1641  -0.042
H -2.9394 -0.3778 8.3151  0.316
H -3.0364 1.3697 8.5705  0.324
H -0.7339 0.8318 8.0317  0.333
H -1.4166 1.7030 6.6609  0.077
Cl 6.2919 0.3921 -4.0439  -0.125
C 5.8693 1.3382 -5.5002  -0.180
C 4.9230 0.5920 -6.4008  -0.427
Cl 5.6949 -0.8231 -7.1641  -0.198
H 6.7930 1.5910 -6.0137  0.336
H 5.3937 2.2504 -5.1526  -0.021
H 4.5932 1.2495 -7.2029  0.315
H 4.0505 0.2423 -5.8554  0.301
Cl -4.4764 -4.8146 3.7848  -0.168
C -4.4484 -5.8686 5.2225  0.049
C -3.6968 -5.2488 6.3691  -0.626
Cl -1.9514 -5.1326 6.0196  -0.074
H -4.0067 -6.8176 4.9286  0.344
H -5.4834 -6.0328 5.5149  -0.178
H -3.8097 -5.8676 7.2575  0.309
H -4.0621 -4.2494 6.5901  0.331
Cl -8.1361 -6.0545 5.9052  -0.201
C -8.0807 -7.3527 4.6826  -0.416
C -8.6336 -8.6500 5.2088  -0.403
Cl -7.5879 -9.3586 6.4670  -0.182
H -7.0482 -7.4654 4.3609  0.276
H -8.6729 -7.0149 3.8346  0.327
H -8.6948 -9.3742 4.3987  0.298
H -9.6240 -8.5152 5.6345  0.315
Cl -3.1690 10.5627 -5.7447  -0.171
C -2.7659 12.2805 -5.4843  -0.484
C -2.3896 12.9690 -6.7691  -0.438
Cl -0.8424 12.3669 -7.4210  -0.175
H -1.9596 12.3244 -4.7575  0.314
H -3.6475 12.7547 -5.0577  0.350
H -2.2685 14.0355 -6.5899  0.317
H -3.1495 12.8260 -7.5323  0.308
Cl 5.5709 -2.3570 -1.4522  -0.110
C 7.0371 -2.2087 -0.4500  -0.564
C 8.2823 -2.0962 -1.2899  -0.278
Cl 8.6451 -3.6108 -2.1552  -0.189
H 7.0779 -3.0700 0.2110  0.338
H 6.9194 -1.3111 0.1543  0.303
H 9.1351 -1.8823 -0.6481  0.324
H 8.1914 -1.3040 -2.0289  0.172



(2)
# C30H64NO21P2

6 unconnected molecules or ions with the total composition C30H64NO21P2 (the ωB97M-V functional and the def2-TZVPD basis, the Open Molecules 2025 dataset).

Summary:
- Maximum force: 2.40 eV/A
- Orbital gap: 0.272 Eh
- Molecular weight: 836.8 g mol⁻¹
- Total energy: -95207.05975 eV
- E_LUMO: -4.5 eV
- Total charge: +1

Each line ends with the Mulliken charge.
Atoms and positions in Å:
C -0.0372 1.3380 -2.9211  -1.281
C 0.5836 0.5410 -4.0760  -0.416
P -0.4936 0.4034 -5.5432  1.236
C -1.8908 1.5228 -5.3899  -0.400
C -1.4808 3.0066 -5.5315  -0.660
C -2.6460 3.8283 -6.0709  -1.309
C -3.7878 3.8505 -5.0400  0.678
C -5.1680 3.7369 -5.6766  -1.346
C -5.5229 2.3166 -6.0802  -0.186
C -5.6543 1.3896 -4.8651  0.330
O -6.5886 0.3670 -5.0170  -0.459
C -7.9286 0.8150 -4.9197  -0.782
O 0.3015 0.8006 -6.8836  -0.447
N -0.6615 0.7573 -8.0614  0.315
O -0.6717 1.7560 -8.5972  -0.203
P -1.1107 -1.7095 -5.7702  0.706
O -0.8832 -2.1231 -7.1192  -0.623
O -0.2493 -2.5910 -4.7677  -0.314
O -2.6328 -1.8462 -5.3968  -0.422
H -1.0477 1.0394 -2.6814  0.331
H 0.0366 2.3982 -3.0853  0.313
H 0.5659 1.1339 -2.0481  0.343
H 0.8126 -0.4479 -3.7091  0.473
H 1.4763 1.0644 -4.3935  0.334
H -2.3570 1.3677 -4.4275  -0.056
H -2.6029 1.2807 -6.1757  0.576
H -1.2916 3.3745 -4.5320  0.199
H -0.5706 3.1420 -6.1034  0.577
H -2.2680 4.8370 -6.1355  0.426
H -2.9669 3.4757 -7.0417  0.448
H -3.6692 3.1071 -4.2597  -0.593
H -3.7741 4.8149 -4.5510  0.489
H -5.8641 4.0418 -4.8999  0.479
H -5.2868 4.4444 -6.4867  0.362
H -4.7348 1.9295 -6.7253  0.094
H -6.4373 2.3102 -6.6581  0.412
H -5.8485 2.0070 -3.9844  0.121
H -4.6938 0.9009 -4.7382  -0.251
H -8.2551 1.2961 -5.8355  0.286
H -8.0037 1.5524 -4.1234  0.324
H -8.5770 -0.0198 -4.7090  0.293
H 0.6775 -2.3407 -4.9377  0.292
H -2.7334 -2.2085 -4.4961  0.323
C 4.0607 -3.2561 0.4689  -0.721
C 4.8808 -4.0333 -0.5370  -0.268
O 4.0746 -4.9731 -1.2708  -0.369
C 3.3083 -4.4484 -2.2124  0.801
O 3.2426 -3.2794 -2.5192  -0.591
O 2.5982 -5.4277 -2.7798  -0.337
C 1.6812 -4.9488 -3.7557  -0.562
H 3.5266 -3.9344 1.1344  0.341
H 4.7020 -2.6100 1.0676  0.155
H 3.3161 -2.6339 -0.0269  0.167
H 5.6324 -4.6265 -0.0219  0.324
H 5.4046 -3.3739 -1.2288  0.291
H 2.1902 -4.3437 -4.5053  0.211
H 0.8979 -4.3698 -3.2678  0.276
H 1.2337 -5.8097 -4.2430  0.307
C 6.8202 3.6803 1.2573  -1.195
C 6.7396 2.2343 1.6975  -0.116
O 5.4463 1.6654 1.4209  -0.357
C 5.2196 1.3577 0.1485  0.702
O 5.9854 1.4877 -0.7698  -0.548
O 3.9709 0.8805 0.0515  -0.366
C 3.5649 0.6032 -1.2847  -0.521
H 6.0139 4.2597 1.7088  0.309
H 7.7754 4.1133 1.5518  0.369
H 6.7221 3.7688 0.1766  0.322
H 6.8675 2.1715 2.7761  0.276
H 7.5223 1.6294 1.2406  0.330
H 4.2640 -0.0640 -1.7843  0.343
H 3.4668 1.5335 -1.8467  0.368
H 2.5947 0.1130 -1.2328  0.076
C 3.6983 -4.8639 7.1238  -1.147
C 3.1740 -3.4446 7.0608  -0.039
O 4.2269 -2.4998 6.8055  -0.392
C 4.6702 -2.4533 5.5540  0.784
O 4.2670 -3.1063 4.6253  -0.568
O 5.6603 -1.5585 5.4990  -0.359
C 6.3011 -1.4685 4.2269  -0.538
H 4.5027 -4.9392 7.8567  0.306
H 2.8987 -5.5504 7.4023  0.335
H 4.1015 -5.1789 6.1626  0.358
H 2.7549 -3.1675 8.0258  0.223
H 2.3848 -3.3393 6.3171  0.294
H 5.5786 -1.2795 3.4352  0.200
H 6.8582 -2.3818 4.0219  0.317
H 6.9989 -0.6375 4.2762  0.214
C -2.9266 -1.2702 10.3586  -1.104
C -2.4428 -1.8481 9.0457  -0.194
O -1.1024 -2.3546 9.1425  -0.346
C -0.9758 -3.5243 9.7684  0.742
O -1.8673 -4.1865 10.2300  -0.554
O 0.3230 -3.8347 9.8019  -0.259
C 0.6205 -5.0294 10.5307  -0.716
H -2.2312 -0.5110 10.7186  0.294
H -3.9104 -0.8185 10.2340  0.358
H -2.9975 -2.0401 11.1249  0.318
H -2.4039 -1.0661 8.2899  0.283
H -3.1102 -2.6276 8.6789  0.318
H 0.0371 -5.8696 10.1616  0.343
H 0.4339 -4.8785 11.5923  0.321
H 1.6770 -5.2328 10.3802  0.201
C -4.1292 6.0617 1.4893  -1.099
C -2.8803 5.2117 1.3994  -0.155
O -3.1903 3.8188 1.2027  -0.394
C -3.5720 3.4780 -0.0181  0.730
O -3.6575 4.2032 -0.9780  -0.549
O -3.8449 2.1660 -0.0190  -0.358
C -4.3586 1.6916 -1.2577  -0.376
H -4.7930 5.6803 2.2656  0.303
H -3.8678 7.0930 1.7227  0.359
H -4.6819 6.0521 0.5511  0.304
H -2.3338 5.2567 2.3384  0.303
H -2.2112 5.5587 0.6126  0.292
H -3.6921 1.9630 -2.0780  -0.114
H -5.3549 2.0918 -1.4381  0.363
H -4.4194 0.6082 -1.1931  0.367